C11H96BrFNO46PS | ωB97M-V/def2-TZVPD

Summary:
relative energy (zero: lowest compared OMol25 entry of this formula, charge and spin)	111.32	kJ/mol
total charge	0
LUMO level	-0.043	Ha
energy	-201523.760	eV

Each line ends with the Mulliken charge.
Geometry (Å):
C 6.12 -1.96 2.56  -1.0325
C 5.07 -1.65 1.34  0.2742
C 4.28 -0.32 1.75  -1.4056
Br 3.06 -0.84 3.28  -0.1969
C 3.26 0.23 0.57  1.4909
O 2.07 0.67 1.26  -0.1424
C 0.94 0.73 0.39  0.4055
O 0.91 1.27 -0.74  -0.6958
C -0.42 0.05 0.95  0.0943
C -1.70 0.51 0.09  0.2444
C -3.09 -0.12 0.58  0.7945
C -3.30 -1.66 0.18  -0.6891
O -2.26 -2.57 0.65  -0.3561
C 3.03 -0.97 -0.46  -0.6300
O 2.31 -1.97 -0.18  -0.5268
N 3.70 -1.04 -1.81  0.0735
C 4.25 -2.42 -2.00  0.5051
O 3.57 -3.34 -2.49  -0.4068
F 5.62 -2.73 -1.69  -0.2057
P 4.11 1.77 -0.15  0.5582
O 3.54 2.20 -1.71  -0.4193
O 3.91 3.03 0.99  -0.5241
S 6.05 1.50 -0.36  -0.3675
H 5.50 -2.39 3.43  0.2464
H 6.73 -1.03 2.85  0.4725
H 6.77 -2.84 2.19  0.2955
H 4.43 -2.59 1.25  0.2572
H 5.72 -1.41 0.42  0.1275
H 4.94 0.54 2.10  0.6083
H -0.55 0.41 2.05  0.1756
H -0.23 -1.07 0.96  -0.1193
H -1.79 1.66 0.24  0.2468
H -1.53 0.37 -1.04  -0.5884
H -3.31 0.03 1.70  -0.1777
H -3.93 0.48 0.03  -0.3769
H -3.44 -1.85 -0.94  0.3653
H -4.28 -2.01 0.69  0.2378
H -1.57 -2.55 -0.07  0.2230
H 4.55 -0.44 -1.83  0.3661
H 4.26 2.73 -2.12  0.3340
H 2.95 3.26 1.01  0.2998
O -5.71 -0.31 1.03  -0.4373
H -6.37 -0.90 0.64  0.2019
H -6.02 -0.18 1.94  0.2758
O -0.98 2.79 2.35  -0.4681
H -1.31 3.08 3.21  0.2542
H -0.58 3.58 1.97  0.1835
O -5.19 2.67 -0.59  -0.6159
H -5.37 2.18 0.22  0.3104
H -5.48 2.08 -1.29  0.3806
O -3.63 -0.47 3.69  -0.4425
H -4.00 -1.35 3.80  0.2301
H -3.20 -0.28 4.53  0.2169
O -0.59 1.49 -3.24  -0.4202
H -0.96 0.61 -3.13  0.1923
H -0.17 1.67 -2.39  0.3116
O 8.28 -4.00 1.57  -0.6051
H 8.90 -4.73 1.73  0.2913
H 8.33 -3.85 0.62  0.2256
O 0.62 -1.56 -3.36  -0.6060
H 0.09 -2.30 -3.04  0.3250
H 1.41 -1.57 -2.80  0.1711
O -1.45 -0.78 -5.68  -0.6991
H -2.07 -0.26 -5.15  0.3989
H -0.71 -0.94 -5.09  0.3501
O -5.89 2.03 -3.30  -0.6931
H -5.72 1.87 -4.23  0.2940
H -6.05 2.98 -3.25  0.2988
O 0.59 4.57 -3.10  -0.6191
H 0.07 3.78 -3.30  0.3442
H 1.26 4.25 -2.49  0.2795
O 7.38 -6.25 0.09  -0.5711
H 6.90 -6.98 -0.33  0.2859
H 6.68 -5.64 0.34  0.3181
O 9.46 -4.07 -1.38  -0.7146
H 9.15 -4.98 -1.23  0.3578
H 10.35 -4.19 -1.74  0.3103
O -3.70 -5.24 0.60  -0.6393
H -2.96 -4.64 0.80  0.3175
H -3.97 -4.98 -0.29  0.4025
O -4.24 -6.40 -1.86  -0.6642
H -4.42 -6.90 -1.05  0.2899
H -4.53 -6.99 -2.56  0.2902
O -4.30 4.14 -3.91  -0.7168
H -3.69 3.42 -3.72  0.3253
H -4.21 4.28 -4.87  0.3379
O 8.37 -0.12 2.39  -0.6153
H 9.12 0.47 2.57  0.2783
H 8.07 0.15 1.51  0.2722
O -3.48 3.10 3.21  -0.6528
H -4.42 2.94 3.11  0.2761
H -3.09 2.70 2.41  0.4152
O 1.10 4.86 3.13  -0.3888
H 0.47 5.39 3.64  0.2685
H 1.83 4.71 3.74  0.1784
O 1.26 7.28 1.56  -0.5745
H 0.94 6.37 1.71  0.3286
H 2.16 7.16 1.23  0.2584
O 1.38 4.10 5.73  -0.5320
H 1.02 3.21 5.85  0.2860
H 1.82 4.29 6.57  0.2720
O -1.40 -4.76 3.29  -0.6141
H -2.35 -4.90 3.22  0.3124
H -1.04 -5.15 2.49  0.2958
O -2.61 -8.97 0.42  -0.6334
H -2.45 -9.13 -0.52  0.3148
H -2.79 -8.02 0.46  0.3208
O -1.44 -0.42 6.18  -0.6262
H -1.75 -1.32 6.33  0.3157
H -0.54 -0.54 5.85  0.3010
O 4.89 0.50 5.71  -0.6141
H 4.75 0.00 6.52  0.2736
H 4.58 -0.08 5.01  0.2341
O -7.80 -0.07 3.41  -0.5852
H -8.46 -0.66 3.02  0.2833
H -8.11 0.06 4.32  0.2917
O 8.23 -4.07 -4.09  -0.6364
H 7.73 -3.26 -4.20  0.3015
H 8.55 -4.04 -3.18  0.3891
O -8.21 -0.55 6.64  -0.6185
H -8.74 -1.29 6.96  0.3138
H -7.44 -0.55 7.22  0.3152
O -6.56 -7.72 -2.04  -0.5871
H -7.02 -8.46 -2.47  0.2715
H -7.28 -7.11 -1.82  0.3568
O 0.69 -4.10 0.67  -0.6617
H 1.23 -3.33 0.48  0.6110
H -0.04 -3.75 1.21  0.3063
O -2.77 6.88 -3.39  -0.6265
H -3.30 6.09 -3.58  0.3732
H -2.09 6.56 -2.79  0.2943
O 1.13 9.89 3.32  -0.6470
H 0.96 9.39 4.13  0.3047
H 0.83 9.30 2.61  0.3152
O -4.37 -0.51 -5.08  -0.5884
H -5.32 -0.66 -5.16  0.2804
H -4.01 -0.89 -5.89  0.2889
O 8.18 4.11 0.49  -0.6897
H 7.71 3.38 0.07  0.2980
H 7.48 4.73 0.74  0.3403
O -8.77 -6.26 -2.55  -0.6403
H -9.72 -6.37 -2.44  0.3115
H -8.68 -5.91 -3.45  0.3159
O -1.81 7.16 0.59  -0.6100
H -1.07 7.75 0.79  0.3174
H -2.09 7.42 -0.30  0.2991
O -8.02 2.80 -5.02  -0.6354
H -8.28 2.78 -4.09  0.3245
H -7.97 3.74 -5.24  0.3145
O 0.42 0.46 -7.83  -0.6841
H 1.21 0.90 -7.50  0.3197
H -0.01 0.12 -7.03  0.3665
O -1.50 2.79 -8.51  -0.6443
H -0.88 2.06 -8.36  0.3685
H -1.44 2.94 -9.46  0.3073
O 6.89 4.40 2.86  -0.6126
H 6.26 3.76 3.22  0.2857
H 7.67 3.87 2.67  0.3568